(1)
A cluster of 19 separate species, C44H132N22O25 in total in a non-equilibrium geometry. Source: OMol25; level of theory: ωB97M-V/def2-TZVPD.

Properties
Strongest force on any atom in eV Å⁻¹: 4.704
Frontier orbital gap in eV: 8.63

Cartesian coordinates (Å):
C: -1.5867 -5.3503 2.8346
O: -1.9115 -4.6995 3.8480
N: -1.4835 -6.6996 2.9022
N: -1.3072 -4.7082 1.6029
H: -1.4898 -7.1272 3.7671
H: -0.9167 -7.1631 2.1961
H: -1.5988 -3.7223 1.5243
H: -1.3045 -5.2484 0.7442
C: -4.1046 1.8905 2.7403
O: -3.6596 2.9047 2.1638
N: -5.3107 1.9204 3.4795
N: -3.4841 0.6743 2.7960
H: -5.7836 2.8205 3.5673
H: -5.1476 1.3600 4.3677
H: -3.8725 -0.1719 3.1905
H: -2.8195 0.5185 2.1038
C: 3.4373 -0.2285 -2.4268
O: 2.7343 0.4233 -1.7112
N: 3.7765 0.2964 -3.6284
N: 4.0948 -1.3445 -2.0607
H: 3.5068 1.2261 -3.8147
H: 4.2004 -0.2565 -4.3601
H: 4.9256 -1.6437 -2.5405
H: 4.1377 -1.6716 -1.1022
C: -0.5099 0.7304 0.3474
O: -1.6658 1.0412 0.5707
N: -0.1221 -0.6029 0.3430
N: 0.3524 1.6207 -0.0294
H: -0.7151 -1.1441 1.0063
H: 0.7933 -0.9502 0.3651
H: 0.0472 2.6108 -0.0857
H: 1.1632 1.4290 -0.6197
C: -3.7324 -2.3756 2.0212
O: -2.5720 -2.1542 1.5859
N: -3.8759 -2.5356 3.4742
N: -4.8864 -2.4149 1.2942
H: -3.0354 -3.0403 3.7290
H: -4.6705 -3.0320 3.8162
H: -5.7926 -2.4945 1.7326
H: -4.7510 -1.9862 0.3586
C: -3.7195 6.3976 1.7943
O: -4.2148 5.6432 0.9415
N: -3.9913 7.7221 1.9312
N: -3.0329 5.9067 2.8783
H: -3.4296 8.3704 2.3842
H: -4.4988 8.1358 1.1545
H: -3.0187 4.8656 2.9381
H: -2.2450 6.4610 3.2185
C: -2.4919 3.8322 -3.4653
O: -2.6804 3.9902 -4.6717
N: -2.2997 2.5758 -2.8990
N: -2.3143 4.8635 -2.5749
H: -2.6638 2.4063 -1.8985
H: -2.5717 1.8311 -3.5168
H: -2.2994 5.7076 -3.0520
H: -1.8946 4.6409 -1.7041
C: -5.3089 0.4564 -0.7098
O: -5.3145 -0.7975 -0.8066
N: -4.3393 1.2109 -0.2578
N: -6.4413 1.1061 -1.1805
H: -3.4657 0.8026 0.0771
H: -4.4135 2.2670 -0.1362
H: -6.5673 2.0751 -0.8777
H: -7.1743 0.3861 -1.1228
C: 1.6073 -3.7549 -0.0395
O: 2.3269 -2.7327 0.5884
C: 3.4892 -3.2501 1.1053
C: 4.0699 -2.1359 1.9565
N: 4.2398 -0.9856 1.1422
C: 5.0102 0.1197 1.6895
C: 5.0376 1.3519 0.7824
O: 5.8039 1.1624 -0.3840
C: 5.6629 2.2137 -1.3229
H: 1.0454 -4.4663 0.6170
H: 2.3205 -4.4017 -0.5818
H: 0.8834 -3.3340 -0.8038
H: 4.1614 -3.5824 0.3050
H: 3.2571 -4.0945 1.7666
H: 5.0614 -2.4188 2.4103
H: 3.4312 -1.9770 2.8341
H: 3.3829 -0.5336 0.9616
H: 6.0464 -0.1957 1.9684
H: 4.5544 0.4286 2.5980
H: 5.3726 2.2699 1.2911
H: 3.9276 1.4875 0.5100
H: 6.3813 1.9570 -2.1911
H: 5.9650 3.2777 -1.0476
H: 4.6273 2.2325 -1.7260
C: 3.8180 0.3953 -8.8836
O: 2.6372 0.5684 -8.0252
C: 2.8176 1.4930 -6.9347
C: 1.4478 1.8410 -6.4327
N: 1.5678 2.5210 -5.1595
C: 0.4481 2.4943 -4.2836
C: 0.7685 3.0841 -2.9123
O: 1.2225 4.3830 -3.1812
C: 1.2515 5.2282 -2.0416
H: 4.6029 -0.2099 -8.4137
H: 4.1721 1.4469 -9.1645
H: 3.4477 -0.1260 -9.7807
H: 3.4548 2.3318 -7.2465
H: 3.3530 1.0917 -6.0780
H: 0.9395 0.8699 -6.2329
H: 0.9379 2.4117 -7.2264
H: 1.9485 3.4483 -5.3166
H: 0.1678 1.4644 -4.0808
H: -0.4657 2.8418 -4.7295
H: 1.5405 2.4756 -2.4737
H: -0.1267 3.0559 -2.2178
H: 2.0360 6.0254 -2.1232
H: 1.3127 4.7096 -1.1339
H: 0.2838 5.7611 -2.0388
C: 5.9373 -1.9639 -5.9815
O: 4.6560 -1.3654 -6.1140
C: 3.7829 -2.2923 -6.7645
C: 3.7229 -3.6078 -6.0622
N: 3.2296 -3.5739 -4.7154
C: 3.2352 -4.8555 -4.0493
C: 1.8761 -5.5170 -4.0993
O: 1.2760 -5.3813 -5.4074
C: -0.1520 -5.5047 -5.4431
H: 6.2858 -2.0538 -4.9641
H: 6.5840 -1.1996 -6.4861
H: 6.0819 -2.9795 -6.5888
H: 4.3354 -2.4053 -7.7410
H: 2.7931 -1.8155 -6.9638
H: 4.7363 -4.1854 -6.0517
H: 3.0425 -4.2937 -6.5083
H: 3.8639 -2.8975 -4.2169
H: 3.4566 -4.6660 -3.0058
H: 4.0923 -5.4750 -4.4250
H: 1.2348 -4.9849 -3.4153
H: 1.9314 -6.5857 -3.8182
H: -0.4171 -5.9802 -6.4315
H: -0.5675 -4.4729 -5.5689
H: -0.6387 -5.9728 -4.5616
C: 0.1140 8.1522 3.1791
O: -0.7710 7.6692 4.2404
C: -0.2364 7.8116 5.5271
C: -1.2662 7.2867 6.5373
N: -1.2358 5.8598 6.7724
C: -2.5476 5.4610 7.1136
C: -2.5923 4.1266 7.8048
O: -2.0855 3.1149 6.9437
C: -0.8088 2.6505 7.3502
H: 1.1455 7.7995 3.3988
H: 0.2491 9.2163 3.2307
H: -0.3088 7.8041 2.2399
H: 0.0375 8.8017 5.8287
H: 0.6973 7.1512 5.6145
H: -2.2062 7.6095 6.2157
H: -1.1837 7.7902 7.4784
H: -0.7947 5.3613 5.9708
H: -3.2930 5.3870 6.2804
H: -2.8438 6.2322 7.8573
H: -3.6337 3.8315 7.9375
H: -1.9524 4.1800 8.7358
H: -0.3789 2.1387 6.4946
H: -0.9293 1.9743 8.2345
H: -0.1883 3.4820 7.6683
C: -2.9522 -7.0743 -1.3980
O: -2.9015 -5.9493 -0.5051
C: -4.1096 -5.0706 -0.5458
C: -4.0938 -4.1871 -1.8341
N: -2.9536 -3.2773 -1.9354
C: -2.7323 -2.9625 -3.2740
C: -1.5633 -1.9441 -3.5248
O: -0.3157 -2.6228 -3.3365
C: 0.7816 -1.7664 -3.7045
H: -2.2093 -7.7747 -1.0712
H: -2.6817 -6.7832 -2.3898
H: -3.9205 -7.5471 -1.3759
H: -4.1780 -4.5135 0.4023
H: -5.0620 -5.7114 -0.5572
H: -5.0883 -3.7013 -1.9075
H: -4.0180 -4.8355 -2.6568
H: -3.1067 -2.3829 -1.4616
H: -3.6342 -2.5199 -3.7909
H: -2.4095 -3.8164 -3.8332
H: -1.5916 -1.0067 -2.9218
H: -1.6498 -1.7145 -4.5409
H: 1.6878 -2.2307 -3.3576
H: 0.6158 -0.8675 -3.0452
H: 0.6967 -1.6067 -4.7963
C: -0.1914 1.6177 3.8086
O: -0.3446 0.5715 4.7669
C: 0.0106 -0.6692 4.1244
C: 0.0510 -1.7455 5.1832
N: 1.2469 -1.8627 6.0324
C: 1.2192 -3.1234 6.7388
C: 2.5087 -3.4027 7.3963
O: 2.7540 -2.4089 8.4261
C: 4.0625 -2.4503 8.8729
H: -1.0415 1.5426 3.1502
H: 0.7493 1.6457 3.2350
H: -0.2713 2.5320 4.3054
H: 1.0131 -0.4936 3.6438
H: -0.7825 -1.0344 3.4704
H: -0.0924 -2.6818 4.6683
H: -0.7548 -1.5908 5.8867
H: 1.2756 -1.1526 6.7401
H: 0.9978 -3.9418 6.0290
H: 0.3888 -2.9985 7.4958
H: 3.3340 -3.3640 6.6726
H: 2.6781 -4.3819 7.8388
H: 4.7230 -2.1612 8.1290
H: 4.3422 -3.4662 9.1671
H: 4.1336 -1.7783 9.7138
O: -0.2895 5.6553 -5.3423
H: -0.9677 4.9684 -5.1736
H: 0.4208 5.4862 -4.7258
O: -2.1894 3.8815 0.0452
H: -2.9217 4.5201 0.2935
H: -2.1834 3.0920 0.6241
O: -0.4111 -5.1792 -2.1739
H: -1.3236 -5.0947 -1.8496
H: -0.2420 -4.2881 -2.5489
O: 0.5327 -7.0779 -0.2804
H: 0.4540 -6.4785 -1.0281
H: 0.6016 -8.0088 -0.5628
O: -5.3886 3.9841 -1.1008
H: -4.8896 3.8746 -1.9349
H: -5.1067 4.6651 -0.5021

Force components x, y, z for each atom (eV/Å):
-0.1 2.3 -0.4
0.2 -0.4 -0.9
0.7 0.1 -3.0
-0.3 -0.9 1.7
-0.1 -0.6 2.0
-0.3 0.2 0.1
0.1 -0.8 0.2
-0.2 0.0 0.3
-0.4 0.8 0.7
-0.6 -1.7 0.6
1.2 -1.2 1.0
-1.2 0.9 0.8
0.6 -0.4 0.1
-0.9 1.3 -1.5
-0.4 0.4 0.1
1.7 -0.2 -1.3
2.3 0.8 -1.1
-2.4 0.9 2.5
0.7 -1.5 -0.7
0.5 -2.0 0.2
-0.7 0.8 -0.4
-0.1 0.1 -0.1
0.0 0.4 -0.4
-0.6 0.7 0.2
0.1 -3.0 -0.7
-1.7 0.3 1.1
-2.7 0.0 1.4
2.7 3.6 -1.3
0.3 0.4 -1.1
1.8 0.2 -0.2
-0.1 -1.3 0.1
-0.1 -0.5 0.5
0.1 0.0 2.2
-2.5 -0.2 0.2
1.0 0.6 -2.7
2.2 0.2 -0.1
0.3 -0.2 0.6
-0.7 -0.3 -0.1
0.3 0.2 -0.1
-1.0 0.0 0.4
-0.3 -1.3 1.4
0.2 1.2 0.2
-1.8 -0.1 -2.7
0.5 -1.1 -0.5
1.3 0.7 1.3
0.2 -0.3 0.1
0.4 1.2 -0.3
-0.4 -0.5 0.3
0.5 -0.3 0.4
0.0 0.0 0.6
-1.5 -0.4 1.9
-1.0 -2.2 -1.3
0.9 0.6 -2.0
-0.1 -0.1 -0.2
0.3 2.0 -0.3
0.2 0.2 0.9
-1.9 -0.9 -1.2
0.8 0.8 0.1
1.8 2.2 0.9
0.2 -0.8 0.6
-0.3 0.0 -0.3
-0.2 -2.0 -0.4
-0.3 -0.5 -0.2
0.0 1.3 -0.2
-1.2 -0.9 -1.7
-1.4 0.2 -0.5
0.8 0.1 1.7
1.3 -0.8 1.0
1.5 1.1 -0.9
1.9 -0.2 -0.1
-1.8 -0.2 -0.4
0.2 0.5 0.1
1.0 0.1 -1.9
0.4 0.9 0.0
-0.2 0.2 -0.2
0.8 -0.3 1.0
0.1 0.0 0.0
0.1 -0.2 -0.1
-0.7 0.1 -0.7
-0.3 0.0 0.0
-1.6 -0.1 -0.7
-0.6 0.1 -0.4
-0.4 0.6 1.2
-0.1 -0.4 0.2
1.3 0.2 0.0
-1.2 0.3 1.3
-0.4 -1.3 0.5
0.5 0.1 0.3
-1.3 1.5 0.3
1.5 0.0 -0.2
0.6 -0.7 -0.6
-0.4 -0.3 0.1
1.4 0.3 -0.4
-0.7 -0.9 0.9
-1.3 -0.2 -0.6
0.8 0.9 0.7
-0.7 1.9 -1.7
-0.1 0.4 0.1
-0.1 -1.5 0.3
0.2 0.3 0.3
-0.5 0.3 -0.3
0.2 -0.7 -0.1
0.1 0.6 -0.4
-0.4 -0.2 0.4
-0.4 0.0 0.3
0.3 -0.6 0.0
-0.5 1.0 -0.2
0.7 -0.2 0.3
0.9 0.2 -1.0
-0.4 -1.0 0.0
0.5 -1.0 1.4
0.2 0.0 0.3
1.5 0.3 -2.7
-0.4 -0.7 1.1
0.5 0.4 -1.5
0.9 -2.2 0.4
1.3 2.5 1.2
0.9 -0.2 -0.4
-0.6 -0.1 -0.9
0.1 -0.7 0.6
-0.2 1.0 -1.3
-0.2 -0.3 0.5
0.1 -0.8 0.5
-0.4 2.3 1.5
-1.1 -0.5 0.3
0.8 -0.3 0.5
-1.3 1.0 -0.4
-0.5 -0.4 -1.3
-1.1 -1.0 -0.2
0.0 -0.1 0.4
-0.7 0.0 0.1
0.1 -0.1 0.2
0.0 0.4 0.0
0.3 -0.1 1.2
0.1 -0.6 0.5
0.6 0.0 -0.6
0.3 -1.0 1.8
0.4 0.8 -1.5
0.7 -2.4 1.2
1.8 0.1 -0.4
1.6 -0.1 -1.5
-1.3 -0.5 0.7
0.6 -0.5 0.2
0.4 0.2 -0.1
-0.5 -0.4 0.5
-0.6 -0.4 -0.6
-0.6 0.8 -0.2
0.3 0.1 0.0
0.1 1.0 -0.4
-0.9 0.9 -0.1
-1.8 0.4 -1.1
0.6 0.4 0.8
-0.9 0.4 0.8
0.5 0.6 0.3
-0.5 -0.5 -0.4
0.0 0.2 0.8
-1.0 -0.2 -0.6
0.1 -0.2 0.2
0.2 0.2 -0.7
0.3 0.2 -0.1
-0.1 0.9 0.9
-1.5 0.6 -0.1
0.1 -1.2 -0.7
-0.4 0.4 2.4
-0.5 -0.2 1.7
0.9 2.6 -2.1
-0.3 -1.5 1.7
-0.2 0.1 0.1
-1.7 0.6 1.3
0.4 -0.3 0.4
0.0 0.2 -0.9
-0.5 -0.2 -0.1
0.6 -0.2 -0.6
1.3 0.6 -0.2
0.4 0.1 0.0
0.0 -1.1 -1.2
-0.1 -0.6 0.4
0.5 -0.4 0.3
-0.1 -0.8 -0.4
-0.1 -0.6 -0.1
0.0 0.8 -1.8
0.3 -0.3 -0.4
0.5 -0.2 -1.2
0.6 0.3 0.5
-0.5 -1.1 -0.2
1.0 -0.2 -1.0
0.7 0.4 1.4
0.8 0.2 0.8
0.8 -0.1 -1.5
-1.5 0.0 0.4
1.9 0.7 1.0
-1.2 -0.5 -1.0
-0.8 -0.8 1.4
-0.1 0.2 -0.7
-0.1 -0.5 0.3
-0.2 1.5 1.0
-0.9 -0.6 0.1
0.0 0.6 -0.7
-0.1 -0.5 0.0
-1.1 0.0 -0.2
0.0 0.6 0.0
-0.1 0.3 0.4
0.6 -1.0 -0.4
-0.1 0.4 -0.3
-0.8 -0.4 0.3
1.5 0.8 -1.6
0.1 -0.1 0.3
0.2 0.1 0.3
-0.7 0.0 -0.4
0.3 0.4 -0.1
0.2 -0.4 0.4
-0.1 0.5 -0.2
0.8 -1.3 0.3
-0.5 0.6 0.0
-0.4 0.2 0.1
0.1 0.1 0.3
-0.2 -0.2 0.1
0.1 -0.9 0.9
-0.2 0.0 -0.6
0.0 1.0 -0.2
-0.8 -1.7 -0.9
-0.1 0.8 1.1
0.9 0.8 0.0

These are the Mulliken partial charges, in e, on atoms 1 to 6: number 1, C, carries 0.45; number 2, O, carries -0.76; number 3, N, carries -0.47; number 4, N, carries 0.93; number 5, H, carries 0.28; number 6, H, carries 0.16

***

(2)
A cluster of 5 separate species, C24H42B2BrO15 in total in a non-equilibrium geometry. Source: OMol25; level of theory: ωB97M-V/def2-TZVPD.

Properties
Total charge: -1
Strongest force on any atom in eV Å⁻¹: 4.941
Frontier orbital gap in eV: 6.30

Cartesian coordinates (Å):
C: 3.9880 -5.2409 1.6818
C: 3.2183 -6.2867 0.6497
O: 1.8204 -5.9258 0.3682
B: 1.7005 -4.9393 -0.7228
O: 2.5504 -4.9853 -1.9649
B: 0.5687 -3.6947 -0.7123
C: -0.4622 -3.7724 0.5759
C: -1.7248 -4.8176 0.3653
C: -3.0478 -4.1571 1.1471
Br: -1.3581 -6.5561 1.2902
C: 1.3060 -2.2168 -0.7430
C: 1.7782 -1.8419 0.9354
C: 2.8108 -0.4541 1.0833
O: 1.2228 -0.4978 1.5084
H: 4.9543 -5.8004 2.0535
H: 3.2983 -4.9958 2.6031
H: 4.2734 -4.2715 1.0920
H: 3.8816 -6.4843 -0.2944
H: 3.1774 -7.3246 1.2382
H: 2.2204 -4.2538 -2.5975
H: -0.0521 -3.7991 -1.7136
H: -0.9570 -2.6906 0.6715
H: 0.0783 -3.9602 1.6052
H: -2.0036 -4.9170 -0.7754
H: -3.1058 -2.9860 1.0048
H: -4.0335 -4.6593 0.7559
H: -2.9693 -4.3668 2.2998
H: 2.3148 -2.2579 -1.3427
H: 0.5764 -1.3622 -1.0699
H: 1.9888 -2.8079 1.7076
H: 2.6150 0.4152 0.3227
H: 3.5186 -0.3867 2.0162
C: 5.1417 3.6725 3.8536
C: 6.0734 2.4823 3.7476
C: 7.3960 2.8132 3.1244
O: 7.7846 1.5751 2.5571
C: 6.6269 0.9108 2.2624
O: 6.5623 -0.0845 1.5613
O: 5.5507 1.5130 2.8532
H: 5.5809 4.4684 4.4624
H: 4.9013 4.0751 2.8634
H: 4.1910 3.3702 4.3056
H: 6.1972 2.0085 4.7288
H: 8.1311 3.1508 3.8607
H: 7.3275 3.5546 2.3213
C: -1.1605 0.8749 0.6464
C: -2.3700 1.6595 0.1800
C: -3.3104 2.0223 1.2897
O: -4.5522 2.1241 0.6165
C: -4.4756 1.2782 -0.4546
O: -5.4299 0.9334 -1.1305
O: -3.1888 0.8660 -0.6642
H: -0.5752 1.4428 1.3757
H: -1.4580 -0.0789 1.0958
H: -0.5165 0.6302 -0.2050
H: -2.0537 2.5440 -0.3859
H: -3.0476 2.9716 1.7653
H: -3.3973 1.2483 2.0594
C: 4.3243 2.3682 -1.9856
C: 2.9982 3.0368 -2.2860
C: 3.1175 4.5076 -2.5502
O: 1.8442 4.9917 -2.1628
C: 1.3882 4.1361 -1.1992
O: 0.4325 4.3587 -0.4757
O: 2.1484 3.0006 -1.1505
H: 5.0230 2.4776 -2.8203
H: 4.7820 2.7872 -1.0827
H: 4.1749 1.3007 -1.7917
H: 2.4897 2.5193 -3.1084
H: 3.3124 4.7274 -3.6038
H: 3.8767 5.0019 -1.9351
C: -7.6568 1.3779 -2.7202
C: -8.8663 2.1625 -3.1866
C: -9.8067 2.5253 -2.0769
O: -11.0486 2.6270 -2.7501
C: -10.9720 1.7812 -3.8212
O: -11.9262 1.4363 -4.4971
O: -9.6851 1.3690 -4.0308
H: -7.0715 1.9458 -1.9909
H: -7.9543 0.4241 -2.2708
H: -7.0129 1.1331 -3.5716
H: -8.5500 3.0470 -3.7525
H: -9.5439 3.4745 -1.6013
H: -9.8937 1.7513 -1.3072

Force components x, y, z for each atom (eV/Å):
-0.4 -0.6 -0.7
0.5 -1.4 1.5
3.0 1.5 -2.0
0.5 -0.6 -1.0
-1.3 0.8 1.0
0.1 0.1 1.4
-1.4 0.5 0.7
-0.8 3.1 0.7
0.0 -0.5 0.1
-0.3 0.6 -0.8
1.1 0.9 2.3
1.5 3.3 -1.2
-4.7 -1.2 1.0
3.3 -3.6 -0.6
-1.8 1.3 -0.7
1.4 -0.5 -1.9
-0.5 -1.7 1.3
-1.4 0.7 1.6
0.0 2.1 -1.3
0.6 -1.8 1.9
-0.6 -0.1 -1.0
0.7 -2.1 0.0
-1.3 0.1 -1.9
0.9 -0.3 2.4
0.2 -2.5 0.0
1.8 1.0 0.8
-0.1 0.4 -2.2
-1.9 0.6 1.0
1.6 -1.3 0.6
-0.7 3.1 -2.0
1.6 -2.0 1.2
-1.5 0.1 -2.1
-0.5 -0.1 0.0
-0.6 1.1 0.5
0.6 0.5 0.4
-0.5 -0.5 -0.3
-0.3 -2.4 -1.6
0.2 2.4 1.7
0.8 -0.6 -0.5
0.0 -0.1 0.0
0.2 -0.1 0.1
0.2 0.1 0.0
0.1 0.0 -0.1
0.0 -0.2 -0.2
-0.2 0.0 0.1
0.0 -0.2 -0.4
1.6 -0.1 0.7
0.4 0.5 0.7
-0.6 -0.5 -0.9
-1.0 -0.8 -1.2
2.0 0.7 1.5
-1.8 0.3 -0.1
-0.1 -0.1 -0.2
0.0 0.2 0.0
0.0 0.1 0.3
-0.1 0.0 0.1
-0.2 -0.1 -0.1
0.2 0.0 -0.1
-0.1 -0.4 0.3
1.2 -0.7 -0.3
0.4 0.3 -0.7
-0.6 -0.3 0.7
-1.9 0.2 1.5
2.0 -0.4 -1.6
-0.9 1.0 0.2
-0.2 0.0 0.0
-0.1 0.1 -0.2
0.1 0.2 -0.1
0.0 0.1 0.0
-0.2 0.1 0.2
0.1 -0.2 0.0
-0.1 0.0 -0.4
1.5 -0.3 0.6
0.3 0.5 0.7
-0.4 -0.5 -0.8
-1.6 -0.8 -1.4
2.0 0.8 1.4
-1.5 0.3 -0.1
-0.3 -0.1 -0.3
0.0 0.3 0.1
0.0 0.1 0.2
-0.1 0.0 0.1
-0.2 -0.1 -0.1
0.2 0.0 -0.1

These are the Mulliken partial charges, in e, on atoms 1 to 6: number 1, C, carries -0.77; number 2, C, carries -0.29; number 3, O, carries -0.35; number 4, B, carries 2.98; number 5, O, carries -0.69; number 6, B, carries -2.48

***

frontier orbital gap of number 2 (C24H42B2BrO15)?
6.30 eV